{
  "formula": "C32H42EuN7O5",
  "method": "ωB97M-V/def2-TZVPD",
  "symbols": ["Eu", "O", "C", "O", "C", "O", "C", "C", "O", "O", "H", "H", "H", "H", "H", "C", "N", "C", "C", "C", "C", "C", "C", "C", "N", "C", "C", "C", "C", "C", "C", "N", "C", "C", "H", "H", "H", "H", "H", "H", "H", "H", "H", "H", "H", "H", "H", "H", "H", "H", "H", "H", "H", "H", "C", "C", "C", "C", "C", "C", "C", "H", "H", "H", "H", "H", "H", "H", "C", "C", "C", "C", "N", "C", "N", "N", "N", "H", "H", "H", "H", "H", "H", "H", "H", "H", "H"],
  "coordinates": [[-0.4132, -0.2080, 0.3600], [-1.5500, 4.1757, 1.5308], [-1.2517, 3.0977, 0.7724], [-1.1615, 1.9986, 1.2448], [-1.0565, 3.4694, -0.6797], [-0.8042, 2.3595, -1.4783], [-1.8431, 1.9630, -2.3783], [-2.6269, 0.7065, -1.9837], [-3.5464, 0.4155, -2.7448], [-2.2462, 0.1154, -0.9273], [-1.6383, 3.8141, 2.4279], [-0.2038, 4.1534, -0.7009], [-1.9426, 4.0273, -1.0003], [-1.3761, 1.7712, -3.3456], [-2.5560, 2.7813, -2.5105], [-1.2845, -3.4000, -0.8164], [-1.4077, -2.8451, 0.5255], [-0.7872, -3.7250, 1.5072], [-2.7409, -2.4634, 0.9050], [-3.8479, -3.0396, 0.3041], [-5.1351, -2.5801, 0.5531], [-5.2908, -1.5034, 1.4103], [-4.1931, -0.9400, 2.0441], [-2.8881, -1.4251, 1.8588], [-1.7306, -0.8877, 2.4053], [-1.7136, -0.2863, 3.6190], [-2.7394, -0.2945, 4.5958], [-2.6662, 0.4328, 5.7751], [-1.5491, 1.1893, 6.0806], [-0.4652, 1.1179, 5.2009], [-0.5080, 0.3855, 4.0260], [0.6644, 0.2327, 3.2009], [1.1908, -1.1261, 3.2776], [1.7198, 1.1832, 3.4806], [-1.7009, -4.4159, -0.8961], [-0.2282, -3.4515, -1.0765], [-1.7797, -2.7527, -1.5394], [-1.2334, -4.7309, 1.4729], [-0.9260, -3.3065, 2.5017], [0.2829, -3.8161, 1.3002], [-3.6924, -3.8318, -0.4164], [-5.9828, -3.0239, 0.0472], [-6.2709, -1.0683, 1.5711], [-4.3373, -0.0614, 2.6566], [-3.6269, -0.8802, 4.4105], [-3.5128, 0.4042, 6.4538], [-1.4906, 1.7874, 6.9809], [0.4457, 1.6409, 5.4595], [1.5802, -1.3564, 4.2806], [2.0040, -1.2396, 2.5524], [0.4002, -1.8262, 3.0228], [2.1289, 1.0836, 4.4986], [1.3553, 2.2032, 3.3488], [2.5339, 1.0212, 2.7786], [1.3656, -0.8646, -1.6173], [1.0252, -1.7401, -2.7096], [1.5916, -3.0286, -2.8717], [1.1748, -3.9122, -3.8527], [0.1711, -3.5662, -4.7541], [-0.3950, -2.2975, -4.6345], [0.0181, -1.4177, -3.6515], [1.3918, 0.1895, -1.9060], [2.3253, -1.1601, -1.1781], [2.3722, -3.3357, -2.1792], [1.6405, -4.8912, -3.9159], [-0.1628, -4.2602, -5.5147], [-1.1917, -1.9901, -5.3035], [-0.4792, -0.4561, -3.5655], [4.1792, 4.0495, -3.3228], [4.5605, 2.5968, -3.0586], [3.5063, 1.6385, -3.6013], [4.8836, 2.3191, -1.5908], [3.7025, 2.1880, -0.7380], [3.1847, 1.1026, -0.1678], [2.0549, 1.4215, 0.4077], [1.8958, 2.7463, 0.1838], [2.8719, 3.2164, -0.5121], [4.0557, 4.2136, -4.3949], [4.9423, 4.7423, -2.9591], [3.2389, 4.3053, -2.8337], [5.5061, 2.3984, -3.5776], [2.5234, 1.8471, -3.1725], [3.7208, 0.5902, -3.3813], [3.4208, 1.7449, -4.6837], [5.5287, 3.0844, -1.1605], [5.3956, 1.3598, -1.5068], [3.6202, 0.1215, -0.2232]],
  "mulliken_spin": [6.92, 0.00, 0.00, 0.00, 0.00, 0.00, 0.00, 0.00, 0.00, 0.00, 0.00, 0.00, 0.00, 0.00, 0.00, 0.00, 0.00, 0.01, -0.01, 0.00, 0.00, 0.00, 0.00, 0.01, 0.00, 0.01, 0.00, 0.00, 0.00, 0.00, -0.01, -0.01, 0.03, 0.00, 0.00, 0.00, 0.00, 0.00, 0.00, 0.00, 0.00, 0.00, 0.00, 0.00, 0.00, 0.00, 0.00, 0.00, 0.00, 0.00, 0.00, 0.00, 0.00, 0.00, 0.06, -0.01, 0.00, 0.00, 0.00, 0.00, 0.00, -0.01, 0.00, 0.00, 0.00, 0.00, 0.00, -0.01, 0.00, 0.00, 0.00, 0.00, 0.00, 0.00, 0.01, 0.00, 0.00, 0.00, 0.00, 0.00, 0.00, 0.00, 0.00, 0.00, 0.00, 0.00, 0.00],
  "gap_ev": [5.09, 5.48],
  "multiplicity": 8,
  "charge": -1,
  "s2": 15.76
}

{
  "formula": "C32H43BaClN10O4",
  "method": "ωB97M-V/def2-TZVPD",
  "symbols": ["Ba", "C", "C", "N", "C", "C", "N", "C", "C", "N", "H", "H", "H", "H", "H", "H", "H", "H", "H", "H", "H", "H", "H", "H", "H", "O", "C", "O", "C", "C", "C", "C", "C", "N", "H", "H", "H", "H", "C", "C", "C", "C", "C", "O", "C", "C", "C", "C", "C", "C", "Cl", "C", "C", "C", "N", "C", "N", "C", "N", "H", "H", "H", "H", "H", "H", "H", "H", "H", "H", "H", "H", "H", "H", "H", "H", "H", "H", "H", "H", "H", "H", "N", "C", "O", "C", "C", "N", "C", "N", "H", "H"],
  "coordinates": [[8.8281, -19.8109, -7.6530], [4.9324, -21.2290, -9.3107], [6.1819, -22.2016, -9.7238], [7.2880, -22.4691, -8.7703], [6.9607, -23.1990, -7.4973], [6.7932, -22.5294, -6.1783], [6.6822, -21.0272, -6.2829], [5.2702, -20.4934, -5.9492], [4.6326, -19.8838, -7.1655], [5.2399, -20.1144, -8.4886], [4.1288, -21.8196, -8.8459], [4.4849, -20.8574, -10.2528], [6.6757, -21.7459, -10.5705], [5.7283, -23.1505, -10.0617], [7.9542, -23.1304, -9.2428], [7.8180, -23.8350, -7.3404], [6.0425, -23.7600, -7.7722], [7.6163, -22.8084, -5.5037], [5.8322, -22.9070, -5.8439], [7.2046, -20.8035, -5.4366], [5.5070, -19.7135, -5.1783], [4.5947, -21.2659, -5.5545], [4.5062, -18.7978, -7.0250], [3.6046, -20.2937, -7.1621], [6.0717, -19.5313, -8.8319], [7.2981, -18.9314, -9.4988], [7.4336, -18.2378, -10.5769], [6.5446, -17.8616, -11.3888], [8.8335, -17.8219, -11.0010], [8.9522, -17.7256, -12.4186], [10.0938, -17.2217, -12.9672], [11.2518, -17.0819, -12.2517], [11.0783, -17.1948, -10.8182], [9.8752, -17.5146, -10.2513], [8.0337, -17.9689, -12.9883], [10.0913, -17.1217, -14.0731], [12.2144, -16.9120, -12.6746], [11.8592, -16.9500, -10.0693], [6.4620, -15.3236, -1.6420], [6.3006, -14.1536, -2.6647], [5.2504, -14.7490, -3.6593], [5.6640, -12.9979, -1.9185], [7.7243, -13.6779, -3.2652], [8.6089, -13.2695, -2.1331], [7.6473, -12.3670, -4.1821], [7.0158, -12.5813, -5.5155], [5.6611, -11.8782, -5.8755], [4.8678, -12.5315, -6.7844], [3.6264, -12.0534, -7.1737], [3.1850, -10.8718, -6.5797], [1.6826, -10.2122, -7.1844], [3.9093, -10.2314, -5.6061], [5.1452, -10.7558, -5.2120], [8.5482, -14.8382, -3.8895], [7.9785, -15.7602, -4.9411], [7.8629, -17.1332, -5.0128], [7.8082, -17.6031, -6.2491], [8.1026, -16.4941, -6.9968], [8.2015, -15.3742, -6.2923], [5.4330, -15.5691, -1.2649], [7.1236, -15.0582, -0.7806], [6.8628, -16.2232, -2.1527], [4.4241, -15.2314, -3.1233], [5.6791, -15.5799, -4.2357], [4.7590, -13.9982, -4.3023], [4.8598, -13.4274, -1.3514], [5.2796, -12.1983, -2.5722], [6.3746, -12.5738, -1.1668], [8.9515, -12.3688, -2.2703], [8.6855, -12.0028, -4.2855], [7.1880, -11.6394, -3.5207], [6.7851, -13.6590, -5.6667], [7.7134, -12.3179, -6.3339], [5.2412, -13.3744, -7.2918], [2.9971, -12.5568, -7.8676], [3.4781, -9.3700, -5.0976], [5.7389, -10.2041, -4.4644], [8.8978, -15.5306, -3.0464], [9.5027, -14.4384, -4.2181], [7.6306, -17.8013, -4.2132], [8.1333, -16.4784, -8.0980], [12.4609, -23.1303, -8.6771], [11.5701, -22.3907, -7.9824], [10.7276, -21.6786, -8.6388], [11.8311, -22.2898, -6.5706], [11.2368, -21.2432, -5.8688], [10.6245, -20.2380, -5.6900], [12.8626, -22.9998, -5.8811], [13.8396, -23.4547, -5.4337], [12.2646, -23.0439, -9.7043], [13.4510, -23.2587, -8.3762]],
  "lowdin_charge": [1.88, -0.20, -0.18, -0.12, -0.22, -0.21, -0.18, -0.18, -0.22, -0.09, 0.10, 0.11, 0.09, 0.10, 0.12, 0.11, 0.12, 0.12, 0.10, 0.05, 0.11, 0.11, 0.11, 0.11, 0.04, -0.33, -0.56, 0.01, -0.21, -0.01, -0.10, -0.05, -0.10, 0.07, 0.13, 0.12, 0.09, 0.11, -0.06, -0.48, -0.04, -0.06, -0.35, -0.05, -0.12, -0.14, -0.21, -0.06, -0.09, -0.67, 0.65, -0.11, -0.03, -0.04, -0.06, -0.15, -0.06, -0.21, 0.11, 0.09, 0.10, 0.07, 0.08, 0.07, 0.08, 0.08, 0.08, 0.10, 0.10, 0.12, 0.09, 0.08, 0.13, 0.11, 0.10, 0.11, 0.12, 0.15, 0.13, 0.12, 0.11, 0.14, -0.53, -0.19, -0.23, -0.24, -0.06, -0.24, 0.12, 0.13, 0.13],
  "gap_ev": [7.60, 7.61],
  "multiplicity": 1
}

no.,calculated total energy (Eh)
1,-2714.4819
2,-2579.3771